(1)
{"formula": "CH5N3O", "method": "ωB97M-V/def2-TZVPD", "charge": 0, "lumo_energy_ev": [-0.71, -0.11], "orbital_gap_ev": [9.28, 8.84], "species": ["C", "N", "N", "N", "O", "H", "H", "H", "H", "H"], "xyz": [[0.842, 0.255, -0.593], [1.972, 0.607, 1.453], [-1.234, -0.311, 1.641], [1.002, 0.307, 0.835], [2.288, 0.661, 2.618], [0.223, 1.168, -1.002], [1.718, 0.179, -1.322], [0.161, -0.642, -0.788], [-1.139, 0.189, 2.472], [-1.821, 0.137, 0.975]], "lowdin_charge": [-0.123, -0.142, 0.102, -0.041, 0.028, 0.106, 0.091, 0.085, -0.061, -0.044]}



(2)
{"formula": "C2H4BrN", "method": "ωB97M-V/def2-TZVPD", "s_squared": 2.006, "spin_multiplicity": 3, "charge": 0, "lumo_energy_ev": [1.02, -3.61], "orbital_gap_ev": [7.02, 6.36], "species": ["C", "C", "N", "Br", "H", "H", "H", "H"], "xyz": [[0.593, -1.092, -0.201], [-0.572, 0.936, 0.156], [0.042, -0.187, 0.455], [-0.184, 1.508, -2.296], [1.058, -1.914, 0.321], [0.615, -1.067, -1.289], [-1.647, 0.957, 0.237], [-0.057, 1.839, 0.447]], "lowdin_charge": [-0.051, -0.389, -0.108, 0.351, 0.069, 0.035, 0.051, 0.043]}



(3)
{"formula": "C52H143N13O13", "method": "ωB97M-V/def2-TZVPD", "charge": 0, "lumo_energy_ev": 0.38, "orbital_gap_ev": 8.76, "species": ["C", "C", "C", "O", "C", "N", "H", "H", "H", "H", "H", "H", "H", "H", "H", "H", "H", "C", "C", "C", "O", "C", "N", "H", "H", "H", "H", "H", "H", "H", "H", "H", "H", "H", "C", "C", "C", "O", "C", "N", "H", "H", "H", "H", "H", "H", "H", "H", "H", "H", "H", "C", "C", "C", "O", "C", "N", "H", "H", "H", "H", "H", "H", "H", "H", "H", "H", "H", "C", "C", "C", "O", "C", "N", "H", "H", "H", "H", "H", "H", "H", "H", "H", "H", "H", "C", "C", "C", "O", "C", "N", "H", "H", "H", "H", "H", "H", "H", "H", "H", "H", "H", "C", "C", "C", "O", "C", "N", "H", "H", "H", "H", "H", "H", "H", "H", "H", "H", "H", "C", "C", "C", "O", "C", "N", "H", "H", "H", "H", "H", "H", "H", "H", "H", "H", "H", "C", "C", "C", "O", "C", "N", "H", "H", "H", "H", "H", "H", "H", "H", "H", "H", "H", "C", "C", "C", "O", "C", "N", "H", "H", "H", "H", "H", "H", "H", "H", "H", "H", "H", "C", "C", "C", "O", "C", "N", "H", "H", "H", "H", "H", "H", "H", "H", "H", "H", "H", "C", "C", "C", "O", "C", "N", "H", "H", "H", "H", "H", "H", "H", "H", "H", "H", "H", "C", "C", "C", "O", "C", "N", "H", "H", "H", "H", "H", "H", "H", "H", "H", "H", "H"], "xyz": [[5.016, -0.854, -0.653], [6.438, -0.581, -0.149], [7.446, -1.369, -0.951], [7.329, -2.739, -0.673], [8.100, -3.222, 0.405], [6.656, 0.887, -0.287], [4.806, -1.896, -0.935], [4.811, -0.188, -1.470], [4.317, -0.584, 0.152], [6.593, -0.893, 0.900], [8.453, -0.993, -0.807], [7.232, -1.217, -2.008], [7.956, -2.664, 1.353], [9.177, -3.253, 0.185], [7.802, -4.255, 0.647], [7.576, 1.164, 0.036], [5.945, 1.355, 0.242], [3.204, 2.381, 0.249], [2.781, 3.673, 0.946], [4.011, 4.407, 1.511], [3.564, 5.632, 2.082], [4.567, 6.328, 2.813], [2.009, 4.503, -0.013], [3.802, 2.638, -0.630], [2.324, 1.787, -0.020], [3.754, 1.727, 0.890], [2.104, 3.543, 1.783], [4.665, 4.562, 0.637], [4.504, 3.788, 2.262], [5.439, 6.610, 2.249], [4.894, 5.707, 3.666], [4.104, 7.260, 3.133], [1.990, 5.454, 0.307], [2.428, 4.554, -0.951], [5.681, 1.050, 3.178], [6.044, 0.626, 4.616], [5.920, -0.846, 4.840], [6.535, -1.684, 3.866], [6.171, -3.019, 3.983], [7.509, 1.012, 4.774], [6.391, 0.517, 2.520], [5.737, 2.067, 2.837], [4.669, 0.628, 3.053], [5.411, 1.158, 5.361], [4.845, -1.109, 4.955], [6.383, -1.013, 5.831], [5.077, -3.027, 4.013], [6.560, -3.522, 4.859], [6.550, -3.495, 3.087], [7.939, 0.408, 4.095], [7.736, 0.622, 5.709], [-4.066, -2.532, -4.129], [-3.892, -2.575, -2.555], [-4.191, -4.015, -2.032], [-4.114, -4.052, -0.613], [-4.278, -5.343, -0.104], [-2.660, -1.976, -2.034], [-5.027, -2.955, -4.365], [-3.311, -3.129, -4.635], [-3.926, -1.559, -4.512], [-4.678, -1.902, -2.157], [-3.444, -4.760, -2.374], [-5.225, -4.347, -2.350], [-5.233, -5.824, -0.233], [-4.112, -5.320, 0.948], [-3.479, -5.994, -0.494], [-2.605, -2.194, -1.039], [-1.895, -2.513, -2.456], [-5.496, 2.308, -6.620], [-3.984, 2.571, -6.646], [-3.370, 1.893, -5.446], [-3.965, 2.348, -4.208], [-3.574, 1.651, -3.006], [-3.456, 1.863, -7.866], [-5.593, 1.199, -6.552], [-5.913, 2.704, -7.518], [-5.999, 2.859, -5.836], [-3.768, 3.646, -6.645], [-2.305, 2.152, -5.459], [-3.546, 0.823, -5.672], [-4.103, 2.104, -2.167], [-2.500, 1.708, -2.822], [-3.906, 0.605, -3.055], [-2.448, 1.985, -7.896], [-3.672, 0.882, -7.729], [1.611, 1.335, -8.770], [0.641, 0.232, -8.275], [0.732, 0.091, -6.762], [-0.256, -0.814, -6.197], [-0.560, -0.621, -4.805], [-0.775, 0.600, -8.546], [1.628, 1.453, -9.840], [2.639, 0.992, -8.584], [1.341, 2.294, -8.336], [0.827, -0.668, -8.828], [0.556, 1.098, -6.324], [1.696, -0.301, -6.402], [-0.695, 0.423, -4.633], [0.202, -1.001, -4.114], [-1.524, -1.093, -4.610], [-0.870, 0.626, -9.564], [-1.392, -0.173, -8.268], [2.024, -2.902, 5.420], [1.233, -1.838, 6.139], [1.159, -2.131, 7.669], [0.464, -1.102, 8.362], [0.385, -1.290, 9.764], [1.930, -0.519, 5.994], [1.989, -2.630, 4.352], [1.683, -3.947, 5.538], [3.102, -2.770, 5.691], [0.195, -1.766, 5.888], [2.183, -2.206, 8.053], [0.750, -3.143, 7.854], [1.359, -1.595, 10.143], [-0.336, -2.084, 9.998], [0.138, -0.370, 10.262], [1.727, -0.087, 5.099], [1.618, 0.120, 6.725], [-0.251, 0.425, -1.341], [-0.890, 0.168, -0.043], [-0.065, 0.654, 1.106], [1.142, -0.103, 1.220], [1.832, 0.090, 2.450], [-2.206, 0.849, -0.020], [-0.794, 0.052, -2.221], [0.672, -0.113, -1.265], [-0.068, 1.480, -1.574], [-0.992, -0.927, 0.023], [-0.642, 0.541, 2.007], [0.164, 1.715, 1.010], [2.659, -0.622, 2.489], [1.142, -0.189, 3.252], [2.278, 1.094, 2.610], [-2.643, 0.829, 0.893], [-2.877, 0.546, -0.733], [-3.038, 4.839, 0.689], [-1.557, 4.671, 0.830], [-1.241, 3.905, 2.146], [-1.685, 4.410, 3.401], [-0.924, 5.459, 3.935], [-1.026, 3.920, -0.265], [-3.192, 5.397, -0.202], [-3.489, 5.314, 1.542], [-3.430, 3.783, 0.636], [-1.113, 5.670, 0.927], [-0.168, 3.753, 2.160], [-1.643, 2.887, 2.028], [-1.123, 6.411, 3.438], [0.140, 5.289, 3.892], [-1.197, 5.730, 4.927], [-1.357, 2.982, -0.261], [-0.037, 3.948, -0.284], [1.164, -3.155, -2.100], [0.278, -4.310, -2.363], [-0.570, -4.649, -1.135], [0.312, -4.930, -0.082], [-0.310, -5.631, 0.979], [-0.606, -4.169, -3.519], [0.610, -2.411, -1.500], [1.424, -2.641, -3.052], [2.082, -3.324, -1.539], [0.865, -5.249, -2.448], [-1.301, -5.420, -1.468], [-1.154, -3.733, -0.963], [-0.631, -6.596, 0.626], [-1.192, -5.126, 1.332], [0.409, -5.785, 1.772], [-0.013, -3.756, -4.248], [-0.884, -5.040, -3.951], [1.095, 4.133, -5.318], [0.642, 3.690, -3.955], [1.725, 2.868, -3.253], [1.857, 1.565, -3.847], [2.777, 0.798, -3.098], [0.373, 4.815, -3.062], [0.268, 4.506, -5.933], [1.520, 3.245, -5.786], [1.920, 4.852, -5.263], [-0.175, 2.909, -3.984], [1.399, 2.787, -2.205], [2.668, 3.392, -3.348], [2.432, 0.630, -2.074], [3.808, 1.248, -3.052], [2.869, -0.132, -3.593], [-0.120, 4.551, -2.211], [-0.279, 5.404, -3.586], [-7.383, -0.243, -0.191], [-6.079, -0.477, 0.554], [-5.714, 0.712, 1.409], [-4.409, 0.535, 1.975], [-4.247, 1.234, 3.175], [-6.175, -1.706, 1.408], [-8.200, -0.123, 0.522], [-7.625, -1.093, -0.845], [-7.388, 0.628, -0.814], [-5.327, -0.586, -0.229], [-6.452, 0.809, 2.205], [-5.728, 1.522, 0.637], [-4.996, 1.129, 3.952], [-4.137, 2.318, 2.998], [-3.308, 0.921, 3.645], [-5.261, -1.892, 1.779], [-6.457, -2.495, 0.832], [-5.420, -4.644, 4.501], [-4.951, -3.275, 4.990], [-3.656, -2.859, 4.269], [-3.818, -2.815, 2.851], [-2.756, -2.102, 2.185], [-6.047, -2.382, 4.779], [-6.323, -5.004, 4.968], [-4.682, -5.422, 4.668], [-5.528, -4.549, 3.419], [-4.706, -3.370, 6.049], [-2.898, -3.609, 4.504], [-3.215, -1.925, 4.629], [-1.731, -2.458, 2.421], [-2.827, -1.041, 2.402], [-2.854, -2.203, 1.109], [-5.684, -1.457, 4.991], [-6.278, -2.426, 3.779]], "lowdin_charge": [-0.034, -0.419, -0.222, -0.174, -0.112, 0.054, 0.087, 0.051, 0.068, 0.112, 0.121, 0.131, 0.074, 0.088, 0.091, 0.073, 0.026, -0.056, -0.396, -0.194, -0.195, -0.099, 0.061, 0.090, 0.064, 0.039, 0.113, 0.136, 0.104, 0.077, 0.093, 0.087, 0.073, 0.076, -0.054, -0.395, -0.228, -0.192, -0.104, 0.032, 0.060, 0.054, 0.068, 0.148, 0.110, 0.129, 0.081, 0.090, 0.076, 0.048, 0.071, -0.036, -0.380, -0.189, -0.213, -0.119, 0.070, 0.069, 0.066, 0.031, 0.118, 0.113, 0.139, 0.086, 0.071, 0.082, 0.036, 0.038, -0.064, -0.423, -0.218, -0.185, -0.084, 0.033, 0.093, 0.059, 0.072, 0.143, 0.115, 0.115, 0.080, 0.065, 0.072, 0.027, 0.051, -0.051, -0.409, -0.179, -0.201, -0.094, 0.023, 0.063, 0.083, 0.071, 0.122, 0.113, 0.130, 0.049, 0.067, 0.068, 0.082, 0.076, -0.072, -0.417, -0.214, -0.198, -0.101, 0.055, 0.067, 0.087, 0.076, 0.120, 0.121, 0.129, 0.082, 0.091, 0.081, 0.032, 0.070, -0.067, -0.426, -0.191, -0.179, -0.105, 0.094, 0.064, 0.057, 0.076, 0.119, 0.114, 0.104, 0.084, 0.069, 0.086, 0.040, 0.059, -0.052, -0.446, -0.194, -0.170, -0.116, 0.065, 0.067, 0.073, 0.091, 0.142, 0.093, 0.103, 0.085, 0.081, 0.073, 0.026, 0.007, -0.045, -0.454, -0.233, -0.158, -0.086, 0.056, 0.076, 0.079, 0.087, 0.145, 0.124, 0.101, 0.081, 0.073, 0.088, 0.081, 0.082, -0.057, -0.455, -0.217, -0.193, -0.123, 0.054, 0.082, 0.059, 0.089, 0.138, 0.089, 0.125, 0.058, 0.102, 0.069, 0.028, 0.078, -0.064, -0.432, -0.175, -0.233, -0.118, 0.081, 0.083, 0.082, 0.067, 0.115, 0.132, 0.139, 0.084, 0.092, 0.086, 0.020, 0.074, -0.062, -0.449, -0.190, -0.218, -0.082, 0.048, 0.074, 0.073, 0.070, 0.135, 0.117, 0.119, 0.101, 0.055, 0.066, 0.068, 0.055]}



ΔE to the lowest compared entry with this formula, charge and spin (kJ/mol)
558.3, 0.0, 131.0